{
  "formula": "C12H15N2O",
  "method": "wB97M-V/def2-TZVPD",
  "elements": ["H", "H", "H", "H", "H", "C", "C", "H", "C", "C", "C", "H", "H", "H", "C", "H", "H", "C", "C", "C", "N", "C", "H", "O", "H", "C", "H", "H", "N", "C"],
  "positions_angstrom": [[0.4618, 1.1706, 2.0217], [4.6563, -0.1262, 2.1974], [-3.2090, 0.3678, 0.2483], [-2.2886, 0.7758, -1.4428], [-2.8104, -1.8322, -1.4181], [2.6213, 0.8384, 2.1522], [3.4224, -1.2164, 1.0377], [-0.5198, -2.5397, -0.7344], [-2.4387, 0.1258, -0.5575], [2.1917, -1.2820, 0.3630], [3.6364, -0.1351, 1.8369], [-1.3970, 0.7675, 1.0146], [4.1833, -1.9234, 0.6440], [0.3765, 1.9892, -0.0469], [2.1933, -1.3068, -1.1386], [-2.5431, -1.7797, 0.2823], [-0.6410, -1.3107, -2.0740], [1.3425, 0.6841, 1.6135], [-2.2367, -1.3141, -0.6905], [-0.7411, -1.4697, -0.9355], [-1.1665, 0.6121, 0.0911], [-0.6059, 1.8257, -0.5377], [-1.1394, 2.6748, -0.4430], [2.0480, -2.4081, -0.4762], [-0.3252, 1.6607, -1.6364], [1.0588, -0.3388, 0.6521], [1.9730, -0.9551, -2.9979], [2.9229, 1.5921, 2.9174], [1.9618, -0.5526, -2.0378], [-0.1153, -0.4141, -0.1056]],
  "forces_ev_per_angstrom": [[0.4510, 0.5529, 0.0800], [-0.1383, 0.7872, 0.4952], [0.3311, 0.1731, -1.9802], [-1.9187, -0.8766, -0.1204], [-0.6115, -0.0709, -0.8523], [-1.1606, -0.4362, 0.0320], [0.9652, 1.2101, 0.3213], [0.5258, 0.9457, -0.0364], [-0.1763, 2.4211, 0.9563], [-1.0796, 2.5160, -0.4341], [1.0754, -1.4286, -0.7435], [-0.0249, 0.5592, 2.7395], [-0.3714, 0.5516, 0.9529], [-0.6945, 0.1091, -0.3507], [0.6517, -0.3056, 2.7924], [0.4472, 0.2119, -0.6479], [0.4329, -0.1053, 1.4850], [1.5704, 0.2265, 1.3396], [0.1078, -1.5160, 1.5812], [-0.5387, -1.3382, -1.9474], [1.7175, -0.0215, -2.2439], [3.7356, -1.5853, -1.3050], [-2.3764, 2.6090, 0.4512], [-0.9556, -3.3673, -1.2724], [-0.7775, -0.2050, 1.5793], [-2.0685, -1.6675, -1.1096], [-0.4802, 0.3022, 0.7618], [-0.8055, -0.5454, -0.7914], [0.8037, 1.0881, -4.2832], [1.3630, -0.7942, 2.5507]],
  "charge": 1,
  "smiles": "[H]/N=C1\\O[C@@]12C=CC=C/C2=C1/CCC[N@@H+]1C",
  "gap_ev": [7.5, 7.5],
  "relative_energy_kcal_mol": 118.70,
  "homo_ev": [-11.24, -11.24]
}

***

{
  "formula": "C12H15N3O",
  "method": "wB97M-V/def2-TZVPD",
  "elements": ["H", "H", "C", "C", "C", "C", "N", "H", "C", "H", "N", "H", "O", "H", "C", "H", "C", "H", "H", "N", "C", "C", "H", "H", "C", "C", "H", "H", "C", "H", "H"],
  "positions_angstrom": [[0.3720, 4.8120, -0.7040], [1.4134, 4.7931, -2.6873], [0.0589, -0.3425, 0.3763], [-0.7218, -3.6070, 2.1791], [-0.3261, -1.7017, 0.6557], [0.6218, 0.2038, 1.4949], [-1.4900, -4.0399, 3.2059], [-0.3658, 4.0566, -3.1491], [0.0331, 0.2662, -0.8659], [0.4549, -1.8599, 3.8895], [-1.8561, -5.1591, 3.5572], [2.0870, 2.2871, -2.7213], [-0.6233, -4.4675, 1.1767], [-2.7494, -5.4153, 3.2930], [-0.3212, -2.3311, 1.6706], [-0.5249, -2.3037, -0.3299], [0.3564, 0.8838, -1.8707], [1.5431, 3.4719, -0.5939], [1.2813, 2.9401, -4.1403], [0.5823, -0.1470, 2.9223], [0.2599, 1.5218, -3.1627], [0.6003, 3.7332, -1.0671], [0.8520, 1.3516, 1.4963], [0.4217, 0.6215, -3.9152], [0.1169, -1.4417, 2.7801], [1.1036, 2.4427, -3.2328], [-0.3024, 3.0114, -0.8970], [-1.2902, -3.2900, 3.9201], [0.6417, 3.7821, -2.5060], [-1.0933, 1.7858, -3.5555], [-1.1361, -5.8582, 2.7808]],
  "forces_ev_per_angstrom": [[-0.0230, -1.9201, -0.1764], [-1.7824, -3.0889, -0.4764], [0.7282, -2.3972, 3.7328], [-2.0486, -7.5206, -7.7718], [-1.0859, 3.4087, -16.3579], [-0.4129, 6.5481, 3.0083], [3.7940, 13.7845, -0.0254], [2.0999, -0.3693, 2.2210], [1.4726, 1.2892, -2.2123], [-1.8180, -0.1050, -2.6666], [3.6096, -10.5156, -0.6265], [-0.5196, -0.5112, -0.7329], [0.2620, 1.4353, 3.3992], [-2.4020, -0.3401, -0.9450], [1.4952, -0.5989, 16.0429], [-0.2249, 1.0490, 1.7031], [-2.8748, -1.9243, 1.6824], [-0.0893, -0.5282, -0.0654], [0.5601, -0.3689, -1.9784], [-1.4898, -4.4537, -6.7687], [-11.0979, -12.1526, -1.8361], [-3.5734, 0.9107, 2.1587], [0.1343, -2.1826, -0.7167], [-0.1807, 1.6805, 1.1408], [2.8718, 0.7504, 6.4427], [9.5095, 13.3672, 0.4813], [1.7901, 1.3064, 1.0417], [-0.9674, -1.3090, 0.1974], [0.9727, 3.3073, -4.1970], [3.9574, -0.3649, 1.5202], [-2.6666, 1.8139, 2.7808]],
  "gap_ev": 8.7,
  "relative_energy_kcal_mol": 334.77,
  "homo_ev": -8.81
}

***

{
  "formula": "C12H15N3O3",
  "method": "wB97M-V/def2-TZVPD",
  "elements": ["C", "C", "H", "H", "C", "C", "C", "O", "H", "O", "C", "C", "H", "H", "H", "O", "N", "H", "H", "C", "H", "C", "N", "H", "H", "C", "H", "N", "H", "C", "H", "H", "C"],
  "positions_angstrom": [[-2.8676, -0.4593, -2.6385], [-0.6781, -0.7865, -3.6496], [1.4994, 0.2604, 1.4441], [0.4580, 1.2903, -0.5479], [1.2623, -1.5234, 0.1192], [-0.8805, -1.0855, -1.4466], [1.3231, -2.4329, 1.3830], [-0.0290, -2.0738, 4.3640], [-2.3401, 0.1853, -4.6382], [-3.1175, -1.1270, -0.5032], [1.4322, 1.0804, -0.4386], [-0.3654, -1.7631, 3.2899], [-0.3453, -3.6032, 2.0200], [-0.3920, 0.0821, 3.9966], [-0.9336, 0.0085, 2.2969], [2.0682, -1.8833, -0.9168], [-0.9253, -1.9959, 0.8258], [1.5465, -3.4488, 1.0431], [-2.6285, -1.5446, 0.2356], [1.8079, -0.1033, 0.4592], [2.9605, -0.1852, 0.6328], [-2.2541, -0.8765, -1.5469], [-0.7066, -0.4149, 3.2036], [1.8453, 1.9998, 0.0310], [1.8661, 0.8430, -1.3899], [-1.9480, -0.1934, -3.7017], [-3.9435, -0.2765, -2.5479], [-0.0941, -0.9706, -2.5222], [1.5553, -1.8622, -1.7949], [-0.0721, -2.5341, 1.8920], [1.9363, -2.0000, 2.1118], [-0.1142, -0.8448, -4.5796], [-0.2846, -1.5869, -0.2280]],
  "forces_ev_per_angstrom": [[0.9096, 2.3108, -3.5816], [-0.7931, 2.9113, -2.1398], [-0.3508, -0.6208, 0.3910], [-3.8406, 0.1877, -0.2915], [-0.8282, 1.5488, 0.5088], [-0.2196, 0.0798, 0.0326], [-0.2946, -0.3412, -1.9687], [1.1246, -3.2640, 3.2534], [0.1707, -0.0576, -0.0704], [0.7134, 0.0558, -0.2740], [4.2600, -0.7345, 0.8067], [0.5225, 3.0360, -3.7580], [-0.1114, 0.7406, 0.2567], [-0.0320, 0.8276, 0.5186], [0.2582, -0.0697, 0.9823], [0.2946, -1.8146, -3.3145], [-1.0559, 0.1214, -1.5176], [0.8749, 0.3221, 0.2457], [0.2157, -0.0418, 0.0568], [0.2762, 0.8753, 2.0142], [-1.9609, -0.0793, -0.8845], [-0.6252, -1.8455, 4.4684], [-0.9196, -1.1591, -2.8887], [0.1974, -0.5415, -0.6344], [0.2185, 0.6157, -0.8224], [-2.5499, -1.8540, -0.1199], [0.5083, 0.1621, -0.6143], [0.9681, -2.2472, 1.7139], [0.8930, 0.1679, 1.8006], [-2.3828, 0.3128, 0.9906], [1.4796, 0.0813, 0.9283], [0.2243, 0.0949, 0.2843], [1.8552, 0.2189, 3.6276]],
  "smiles": "CC[C@@]1(O)C[C@@H](C(N)=O)N=C1c1ncccc1O",
  "gap_ev": 8.7,
  "relative_energy_kcal_mol": 0.00,
  "homo_ev": -9.19
}